95
Properties=species:S:1:pos:R:3:lowdin_charge:R:1 method="wB97M-V/def2-TZVPD" homo_ev=-10.417 total_charge=+1 de_lowest_kj_mol=50.1 e_tot_ev=-88303.02889 gap_ha=0.2875
Hf -0.20527 0.48897 0.48626 1.52
N 3.72288 -2.01346 0.62872 0.08
C 2.50138 -1.44862 0.44801 -0.85
S 2.40319 0.24543 0.86691 0.60
N 1.55983 -2.22249 -0.00584 0.00
N 0.34197 -1.59738 -0.18241 -0.14
C -0.50681 -2.25821 -0.89489 -0.09
C -1.85964 -1.84761 -1.20661 -0.17
C -2.48488 -2.45414 -2.30623 -0.03
C -3.78340 -2.14313 -2.64539 -0.08
C -4.49120 -1.22896 -1.86686 -0.06
C -3.91226 -0.63404 -0.76209 0.00
C -2.59096 -0.93124 -0.41939 -0.36
O -2.02956 -0.38663 0.65672 -0.22
H 4.51339 -1.40530 0.74347 0.08
H 3.88102 -2.89797 0.17175 0.10
H -0.16220 -3.19297 -1.33318 0.14
H -1.92513 -3.16891 -2.89891 0.12
H -4.25077 -2.60458 -3.50449 0.11
H -5.51370 -0.98234 -2.12451 0.11
H -4.46005 0.07151 -0.15137 0.13
O -2.70489 5.94599 1.32313 0.15
C -1.93814 5.65098 2.35747 -0.49
O -1.84178 6.35563 3.32609 0.12
C -1.10501 4.41288 2.25882 -0.02
C -0.18619 4.03946 3.22766 0.04
N 0.38329 2.89751 2.82248 0.06
N -0.09786 2.50338 1.64023 -0.02
C -1.00187 3.41086 1.28827 -0.12
C -1.69253 3.14605 -0.01030 -0.52
O -2.46948 3.94848 -0.49305 0.11
O -1.33440 2.01813 -0.52246 -0.19
H -2.63828 5.28635 0.58864 0.08
H 0.08026 4.52804 4.15027 0.15
H 1.08923 2.33708 3.27132 0.16
C -0.27888 -3.91921 5.44215 0.03
N -0.02924 -2.56459 4.98526 -0.04
N -0.26661 -2.14489 3.69504 0.08
C -0.02963 -0.80437 3.61850 -0.37
O -0.14661 -0.13949 2.54552 -0.19
C 0.37023 -0.39145 4.90463 0.07
C 0.34961 -1.50469 5.71429 -0.25
C 0.65965 -1.63829 7.16227 0.00
C -0.67857 -3.04942 2.66751 -0.22
C 0.25308 -3.92065 2.12303 -0.03
C -0.16628 -4.84414 1.17838 -0.07
C -1.49742 -4.88023 0.78746 -0.07
C -2.41712 -3.99036 1.32767 -0.06
C -2.01062 -3.06871 2.27946 0.00
H -0.81468 -4.46004 4.66911 0.09
H -0.89368 -3.88999 6.33955 0.10
H 0.65885 -4.43350 5.65064 0.11
H 0.64585 0.60463 5.20215 0.11
H 1.00838 -0.68734 7.55566 0.09
H 1.43497 -2.38688 7.33003 0.10
H -0.22674 -1.93725 7.72426 0.10
H 1.29020 -3.86107 2.42810 0.13
H 0.54790 -5.53041 0.74282 0.11
H -1.82098 -5.60421 0.05014 0.11
H -3.45032 -4.01186 1.00626 0.12
H -2.70640 -2.36251 2.71203 0.13
C -1.81942 0.49748 -5.80644 -0.07
C -2.38081 0.65739 -4.54824 -0.07
C -1.57245 0.80707 -3.43177 -0.09
C -0.18488 0.80140 -3.56604 -0.35
C 0.37308 0.64627 -4.83753 -0.08
C -0.43942 0.49175 -5.94988 -0.07
P 0.90240 1.04581 -2.12369 1.04
C 2.46547 0.27962 -2.61847 -0.39
C 3.62941 1.01272 -2.82571 -0.07
C 4.80469 0.36726 -3.18560 -0.07
C 4.82414 -1.00925 -3.34819 -0.07
C 3.66076 -1.74410 -3.15746 -0.07
C 2.48885 -1.10341 -2.79422 -0.12
C 1.18057 2.83559 -2.01508 -0.37
C 0.48796 3.72510 -2.83095 -0.06
C 0.59616 5.09249 -2.61846 -0.06
C 1.39291 5.58064 -1.59476 -0.07
C 2.09035 4.69798 -0.77967 -0.07
C 1.98110 3.33162 -0.98254 -0.14
H -2.45530 0.38353 -6.67494 0.11
H -3.45652 0.66673 -4.42648 0.11
H -2.03430 0.94286 -2.46201 0.08
H 1.44787 0.64541 -4.96231 0.11
H 0.00679 0.37221 -6.92850 0.11
H 3.62656 2.09015 -2.72033 0.10
H 5.70335 0.94824 -3.34841 0.11
H 5.73966 -1.50943 -3.63711 0.11
H 3.66308 -2.81761 -3.29941 0.11
H 1.58476 -1.68507 -2.66042 0.09
H -0.15136 3.35723 -3.62256 0.11
H 0.04713 5.77572 -3.25292 0.11
H 1.47215 6.64757 -1.43169 0.11
H 2.72166 5.07333 0.01612 0.11
H 2.52849 2.64784 -0.34451 0.05